[1]
Entry from the OMol25 dataset: a gas-phase ion, C6H5O2 (charge -1) in a non-equilibrium geometry (ωB97M-V with the def2-TZVPD basis set).

lowest unoccupied orbital energy: 4.0881 eV
HOMO-LUMO gap: 0.280 hartree
charge: -1
highest occupied orbital energy: -3.534 eV

Structure (XYZ):
```
13
Properties=species:S:1:pos:R:3:forces:R:3
C -0.382233 -0.509126 -0.809226 1.0092 -3.0143 -1.8749
C 0.528588 -1.482358 -0.551907 0.2132 0.8339 0.7735
C -0.273499 1.242136 0.902065 -1.5749 0.1741 0.6879
C -0.351922 -1.654444 -1.792658 -2.2814 -0.1754 3.7766
C -0.860398 0.747075 -0.539334 -0.1185 1.6755 0.8235
C 1.019199 0.671761 1.614909 -0.3121 2.4760 -0.8537
O -1.687783 1.426035 -1.158459 1.0795 -0.4879 0.9153
O -1.056550 1.957923 1.505530 1.1017 -0.2433 -0.0754
H -1.066993 -2.482667 -1.661099 -0.0349 0.3469 -0.3150
H 0.114156 -1.662419 -2.681547 1.5569 0.3066 -3.2613
H 0.808531 -0.275039 2.100221 0.0064 0.1183 0.1985
H 1.489202 1.512511 2.251355 -1.1421 -1.4562 -0.4950
H 1.719701 0.508613 0.820150 0.4971 -0.5542 -0.3001
```
Forces are in eV/Å.

***

[2]
Entry from the OMol25 dataset: a gas-phase ion, C6H5O3S2 (charge -1) in a non-equilibrium geometry (ωB97M-V with the def2-TZVPD basis set).

lowest unoccupied orbital energy: 3.2480 eV
HOMO-LUMO gap: 0.306 hartree
charge: -1
highest occupied orbital energy: -5.089 eV
SMILES: O=S(=O)([O-])[C@@]12C=CC=C[C@@H]1S2

Structure (XYZ):
```
16
Properties=species:S:1:pos:R:3:forces:R:3
C -0.328291 0.944572 0.013830 0.2471 0.3287 -0.2357
C 0.248412 0.351471 -1.191571 -0.7439 0.7074 -1.1012
C -0.268265 0.287974 1.178044 -2.5655 2.2192 2.3785
C 0.785508 -0.870252 -1.235095 -0.7214 0.8946 6.5946
C 0.397952 -0.961337 1.403359 0.4686 -2.1498 1.7183
C 1.023136 -1.678605 0.235863 -1.6050 2.4879 -2.8766
O 0.548071 -3.801213 1.515233 0.0623 -0.6541 -1.0466
O -0.617752 -3.285368 -0.630906 -1.3793 -0.3942 0.3456
O 1.642413 -3.905124 -0.753778 1.6714 -1.3817 -0.1147
S 2.228610 -0.969615 1.296243 0.8470 0.1093 0.4114
S 0.618976 -3.399751 0.107196 -0.2431 1.3031 0.5163
H -0.805600 1.948982 -0.115114 0.3216 -1.1397 0.4237
H 0.016113 0.979051 -2.100270 0.6444 -1.0522 0.6582
H -0.886596 0.726041 2.100261 1.5427 -0.8977 -2.0043
H 1.108715 -1.387118 -2.014941 1.2242 -2.0209 -3.4370
H 0.115122 -1.663723 2.312608 0.2289 1.6398 -2.2306
```
Forces are in eV/Å.

***

[3]
Entry from the OMol25 dataset: a molecular structure, C6H5O6Tm in a non-equilibrium geometry (ωB97M-V with the def2-TZVPD basis set).

lowest unoccupied orbital energy (alpha / beta): -10.2893 / -10.2739 eV
2S+1: 3
HOMO-LUMO gap (alpha / beta): 0.235 / 0.234 hartree
charge: +2
highest occupied orbital energy (alpha / beta): -16.674 / -16.654 eV

Structure (XYZ):
```
18
Properties=species:S:1:pos:R:3:forces:R:3
O 2.347155 1.872257 -1.642937 -1.4693 -2.9623 0.2374
C 1.810065 0.860141 -1.593360 2.0065 3.2420 -0.6887
Tm 0.254529 -0.900696 -1.338680 -0.1187 -0.2774 0.2513
C 0.186842 -2.181207 0.612860 -0.5518 -3.3711 6.0147
O 0.078189 -2.717819 1.630477 0.5004 2.3923 -4.6544
C -0.121390 1.664325 0.908598 -1.9541 2.0059 1.3367
O -1.283381 1.604902 0.491532 2.5563 -0.4202 0.4414
C -1.074325 0.964317 -1.720850 -3.6828 4.9673 -2.2569
O -1.703459 1.860580 -2.104879 2.7148 -3.8646 1.5095
C 0.850849 0.563493 0.623473 0.2727 -2.0633 -0.1313
O 1.616273 0.066577 1.429098 -0.9302 1.0225 -1.0455
H 0.191048 2.530448 1.561214 -0.1451 -0.6942 -0.4539
C -3.002914 -0.965958 1.155865 -0.1441 -0.1774 0.4652
O -2.443300 -1.214904 -0.169495 0.5889 0.7476 -1.2172
H -2.178272 -1.026409 1.856360 0.0237 0.1077 0.1618
H -3.733276 -1.738749 1.420042 0.1838 0.0919 -0.3537
H -3.478920 0.014832 1.222220 0.2169 -0.1168 -0.1600
H -2.933007 -0.649541 -0.800244 -0.0679 -0.6298 0.5435
```
Forces are in eV/Å.

***

[4]
Entry from the OMol25 dataset: a molecular structure, C6H5O6Yb in a non-equilibrium geometry (ωB97M-V with the def2-TZVPD basis set).

lowest unoccupied orbital energy (alpha / beta): -9.8673 / -10.7376 eV
2S+1: 2
HOMO-LUMO gap (alpha / beta): 0.267 / 0.233 hartree
charge: +2
highest occupied orbital energy (alpha / beta): -17.120 / -17.088 eV

Structure (XYZ):
```
18
Properties=species:S:1:pos:R:3:forces:R:3
O -1.711672 0.551705 -3.419943 2.0809 -0.1848 2.6846
C -1.005171 0.551821 -2.451386 -0.6459 -0.6589 -0.7513
Yb 1.442926 -1.598754 0.250347 0.3848 -1.3285 0.7426
O 1.075169 0.542879 0.171343 -0.7945 2.9270 -2.4309
C 0.784030 1.403473 -0.810023 2.4440 -1.1348 2.9014
C -0.332262 -0.709606 -1.621150 1.0481 -4.8191 2.1780
O -0.832496 -1.468414 -0.777507 1.1412 2.8439 -2.8956
C 1.786797 2.269205 -1.262262 1.9924 4.4911 -0.8059
O 2.441059 3.192634 -1.565174 -2.3202 -4.0965 1.0829
C -0.535080 1.619703 -1.448483 -4.0251 2.9412 -0.5715
O -1.301553 2.530663 -1.143504 2.3575 -2.0829 -0.4960
H 1.146795 -0.931821 -1.542687 -3.2254 1.2794 -2.6283
C -0.797816 -1.077037 2.575641 -0.5404 0.3484 0.5199
O 0.396469 -1.791653 2.160166 0.2685 -0.7048 0.8254
H -1.436526 -1.751843 3.160817 0.1812 0.2835 -0.2466
H -1.323178 -0.759086 1.671405 0.0995 -0.1242 0.2062
H -0.501093 -0.202480 3.169537 -0.1463 -0.3129 -0.1584
H 0.703606 -2.371382 2.882867 -0.3005 0.3330 -0.1565
```
Forces are in eV/Å.

***

[5]
Entry from the OMol25 dataset: C6H6 in the gas phase (ωB97M-V with the def2-TZVPD basis set).

lowest unoccupied orbital energy: 0.9824 eV
HOMO-LUMO gap: 0.389 hartree
charge: 0
highest occupied orbital energy: -9.595 eV
SMILES: C#CCC#CC

Structure (XYZ):
```
12
Properties=species:S:1:pos:R:3:forces:R:3
C -2.594415 0.672023 0.286968 -0.0523 0.0171 0.0008
C -1.273954 0.068665 0.058823 0.4107 -0.2975 -0.0594
C -0.205357 -0.453865 -0.141819 -0.5136 0.1491 0.0890
C 1.113313 -1.048142 -0.433487 0.0085 0.0074 0.0305
C 2.210939 -0.114005 -0.184396 0.3677 0.2824 0.2765
C 3.130970 0.559873 0.188304 -0.0531 -0.1459 -0.3591
H -2.913286 0.584126 1.330926 0.1723 -0.0514 -0.1348
H -2.600878 1.736994 0.033803 0.1069 -0.1622 0.0005
H -3.355365 0.182237 -0.328787 0.1431 0.0371 0.0518
H 1.137349 -1.417427 -1.467152 0.0134 0.1150 0.1888
H 1.357822 -1.899392 0.216109 -0.5208 -0.0311 -0.1312
H 3.992867 1.128915 0.440709 -0.0827 0.0799 0.0466
```
Forces are in eV/Å.

***

[6]
Entry from the OMol25 dataset: C6H6 in the gas phase (ωB97M-V with the def2-TZVPD basis set).

lowest unoccupied orbital energy: 0.9951 eV
HOMO-LUMO gap: 0.376 hartree
charge: 0
highest occupied orbital energy: -9.248 eV
SMILES: C#CC#CCC

Structure (XYZ):
```
12
Properties=species:S:1:pos:R:3:forces:R:3
C -1.912118 0.703825 0.153684 -0.0942 0.1020 0.0168
C -1.279388 -0.664018 -0.121035 -0.0192 -0.0295 -0.0227
C 0.119455 -0.483676 -0.498249 0.5342 0.0954 0.0623
C 1.297544 -0.233987 -0.593673 -0.4156 -0.2118 0.2211
C 2.651487 -0.071162 -0.379991 0.4308 -0.0575 0.1821
C 3.797369 -0.004872 -0.011469 -0.3741 -0.0772 -0.0737
H -2.965223 0.606825 0.430549 0.1179 -0.0066 -0.0350
H -1.377735 1.201043 0.969066 -0.1162 -0.0570 -0.1260
H -1.835251 1.339221 -0.733051 -0.0717 -0.0720 0.1247
H -1.837604 -1.225343 -0.877662 0.1043 0.1358 0.0273
H -1.283137 -1.274070 0.791961 -0.0761 0.0670 -0.1565
H 4.778654 -0.005668 0.403544 -0.0202 0.1114 -0.2205
```
Forces are in eV/Å.

***

[7]
Entry from the OMol25 dataset: C6H6 in the gas phase (ωB97M-V with the def2-TZVPD basis set).

lowest unoccupied orbital energy: 0.9592 eV
HOMO-LUMO gap: 0.386 hartree
charge: 0
highest occupied orbital energy: -9.543 eV
SMILES: C#CCC#CC

Structure (XYZ):
```
12
Properties=species:S:1:pos:R:3:forces:R:3
C -2.603721 0.628452 0.111374 -0.0133 0.0143 0.0010
C -1.285026 0.077835 -0.232532 0.5177 -0.2291 -0.1333
C -0.198552 -0.364786 -0.516351 -0.4568 0.1615 0.1294
C 1.140068 -0.864762 -0.884437 0.0404 -0.1217 0.0690
C 2.241408 -0.002661 -0.439352 0.4155 0.2219 0.4294
C 3.146638 0.430152 0.222876 -0.3349 -0.3129 -0.1486
H -2.580424 1.142438 1.078491 0.0781 -0.1095 -0.1550
H -2.934819 1.353289 -0.640095 0.1051 -0.1312 0.0867
H -3.364087 -0.157687 0.172221 0.1890 0.0737 -0.0310
H 1.167859 -1.149268 -1.941475 0.1108 0.3384 0.0771
H 1.434645 -1.765490 -0.334742 -0.7565 -0.2861 -0.0893
H 3.915134 0.631132 0.930366 0.1049 0.3809 -0.2354
```
Forces are in eV/Å.

***

[8]
Entry from the OMol25 dataset: C6H6 in the gas phase in a non-equilibrium geometry (ωB97M-V with the def2-TZVPD basis set).

lowest unoccupied orbital energy (alpha / beta): -0.0471 / 0.2167 eV
HOMO-LUMO gap (alpha / beta): 0.268 / 0.269 hartree
charge: 0
highest occupied orbital energy (alpha / beta): -7.333 / -7.091 eV

Structure (XYZ):
```
12
Properties=species:S:1:pos:R:3:forces:R:3
C 0.734923 0.006677 -0.128663 -0.6067 -1.5597 -2.4028
C 1.783285 -0.017528 -0.934243 1.8142 0.4245 -0.6419
C 0.344726 0.427653 1.135322 -1.5612 -0.1181 -0.1335
C -0.702820 -0.284737 -0.685284 -0.7389 -0.7600 0.0120
C -1.049112 0.155621 0.983612 0.2813 -0.6208 -0.1676
C -1.692332 -0.893281 0.111969 1.7160 -0.0639 1.4191
H 2.118695 -0.377305 -1.920716 -1.8032 -0.3970 0.2467
H 2.627377 0.533862 -0.646599 1.2595 0.7728 1.1732
H 0.767097 1.070088 1.857688 0.5194 0.3889 0.6046
H -0.935153 0.264621 -1.603859 0.0343 -0.3976 0.0227
H -1.759981 0.872421 1.240169 -1.3358 1.0907 1.2245
H -2.236704 -1.758091 0.590603 0.4210 1.2402 -1.3570
```
Forces are in eV/Å.

***

[9]
Entry from the OMol25 dataset: C6H6 in the gas phase (ωB97M-V with the def2-TZVPD basis set).

lowest unoccupied orbital energy: -0.2415 eV
HOMO-LUMO gap: 0.359 hartree
charge: 0
highest occupied orbital energy: -10.002 eV

Structure (XYZ):
```
12
Properties=species:S:1:pos:R:3:forces:R:3
C -1.694064 0.399656 0.230139 -0.0775 0.0713 0.0145
C -0.742628 -0.417773 -0.599100 -0.0983 -0.1826 -0.5037
C -0.890493 -0.847146 -1.822664 0.0184 0.2240 0.6729
C 0.582666 -0.897830 0.001521 0.1358 -0.1177 0.0218
C 1.586213 0.166853 0.092065 0.2823 0.3476 0.0548
C 2.423277 1.029309 0.146202 -0.2974 -0.2902 -0.0099
H -2.054961 -0.200682 1.074096 0.0829 0.0947 -0.1336
H -1.186596 1.283519 0.631175 -0.0354 -0.1297 -0.0926
H -2.559043 0.726305 -0.352459 0.1555 -0.0549 0.0708
H 0.992888 -1.727385 -0.585263 -0.0377 0.1188 0.0345
H 0.367634 -1.301881 0.998345 0.0282 0.0504 -0.1323
H 3.175111 1.787057 0.185946 -0.1567 -0.1318 0.0027
```
Forces are in eV/Å.

***

[10]
Entry from the OMol25 dataset: 2 unconnected molecules or ions with the total composition C6H6 in a non-equilibrium geometry (ωB97M-V with the def2-TZVPD basis set).

lowest unoccupied orbital energy: -0.4911 eV
HOMO-LUMO gap: 0.280 hartree
charge: 0
highest occupied orbital energy: -8.100 eV

Structure (XYZ):
```
12
Properties=species:S:1:pos:R:3:forces:R:3
C -2.083150 1.155869 0.278502 1.0685 -0.7022 -0.6107
C -0.930645 1.126898 -0.371577 -1.0016 -0.6415 0.7237
C -1.480403 -0.143470 0.059054 -0.0412 1.6038 -0.1698
C -1.446973 -1.448638 0.153115 0.0252 -0.8875 0.0706
C 2.951292 -0.007307 -0.130079 0.3847 -0.3241 -0.2940
C 2.237220 0.591507 0.751416 -0.1820 0.1714 0.1118
H -2.888665 1.726781 0.669997 -0.3497 0.3209 0.2049
H -0.627233 -2.017060 -0.251391 0.1823 -0.0202 -0.0913
H -2.226599 -2.006966 0.643123 -0.1716 0.0240 0.0943
H 3.717854 -0.674484 0.251893 0.0838 -0.0860 0.3546
H 2.919791 0.038770 -1.206288 -0.2884 0.2351 -0.1772
H -0.142485 1.658104 -0.847768 0.2899 0.3064 -0.2169
```
Forces are in eV/Å.

***

[11]
Entry from the OMol25 dataset: C6H6 in the gas phase in a non-equilibrium geometry (ωB97M-V with the def2-TZVPD basis set).

lowest unoccupied orbital energy: -0.0644 eV
HOMO-LUMO gap: 0.296 hartree
charge: 0
highest occupied orbital energy: -8.125 eV

Structure (XYZ):
```
12
Properties=species:S:1:pos:R:3:forces:R:3
C 1.684548 0.690413 0.169531 -4.5585 -3.3989 -1.9074
C 0.332032 -1.620035 -0.423507 1.4667 3.1709 0.5426
C 0.532046 0.987679 -0.461592 0.7454 3.3375 -0.5296
C 1.324984 -0.828048 0.334716 -1.1270 -0.6771 -1.3435
C -0.262538 -0.281685 -0.459545 0.8845 -1.4984 1.4621
C -1.687726 -0.210682 -0.050377 -1.1422 1.8948 0.1430
H 2.578266 1.034219 0.508595 2.0854 1.5626 0.6244
H 0.134533 2.016886 -0.893709 0.8349 -2.3583 1.0404
H 1.564899 -1.332560 1.238213 0.3382 -0.2760 1.0157
H -2.078466 -1.205684 0.046883 -0.4274 -0.3220 -0.4980
H -2.081933 0.413824 -0.916525 -0.3693 -0.9196 0.8991
H -2.040644 0.335674 0.907316 1.2692 -0.5154 -1.4489
```
Forces are in eV/Å.

***

[12]
Entry from the OMol25 dataset: C6H6 in the gas phase in a non-equilibrium geometry (ωB97M-V with the def2-TZVPD basis set).

lowest unoccupied orbital energy: 0.8943 eV
HOMO-LUMO gap: 0.364 hartree
charge: 0
highest occupied orbital energy: -9.015 eV
SMILES: C#CCC#CC

Structure (XYZ):
```
12
Properties=species:S:1:pos:R:3:forces:R:3
C -2.642757 0.647638 0.118096 0.0998 -0.0111 -0.0615
C -1.315136 0.121903 -0.255856 0.7501 -0.3316 -0.1328
C -0.218848 -0.311050 -0.537868 -0.1973 -0.2848 0.5338
C 1.121045 -0.824343 -0.910268 0.7391 -1.1183 0.8444
C 2.253456 -0.038785 -0.513590 0.6195 2.0300 -0.5099
C 3.134598 0.498770 0.117320 -0.1327 -0.5274 0.0720
H -2.621397 1.105733 1.114050 0.1002 -0.1207 -0.1955
H -2.979110 1.414069 -0.589012 0.1297 -0.1460 0.0783
H -3.401690 -0.143849 0.133284 0.2462 0.0891 -0.0348
H 1.107259 -1.378999 -1.847148 0.2876 0.6046 -0.2638
H 1.843269 -1.509053 -0.245603 -3.0318 -0.7640 -0.2426
H 3.796137 0.390795 0.944810 0.3896 0.5803 -0.0878
```
Forces are in eV/Å.

***

- Which formula does entry 5 have?
  C6H6

***

- Which formula does entry 9 have?
  C6H6